{
  "formula": "C5H11N3",
  "method": "ωB97M-V/def2-TZVPD",
  "symbols": ["C", "C", "C", "N", "C", "N", "C", "N", "H", "H", "H", "H", "H", "H", "H", "H", "H", "H", "H"],
  "xyz": [[0.39853, 0.87810, 1.80522], [0.28435, 0.70670, 0.30406], [0.72154, -0.72683, -0.30783], [2.05062, -0.68342, -0.87489], [-0.37144, -0.65595, -1.30523], [-1.12110, 0.52092, -1.72346], [-1.03256, 0.44546, -0.31084], [-2.21989, 0.11829, 0.40421], [-0.22135, 0.16536, 2.35646], [1.43511, 0.73472, 2.12466], [0.09950, 1.88909, 2.10184], [0.81215, 1.53010, -0.19753], [0.59123, -1.51268, 0.44836], [2.74922, -1.17804, -0.32311], [2.11619, -1.03470, -1.82744], [-0.82566, -1.61612, -1.51614], [-0.50991, 1.25052, -2.09169], [-2.05726, -0.53596, 1.16405], [-2.89929, -0.29554, -0.23070]],
  "atomic_forces_ev_per_a": [[-0.121, 0.151, 0.044], [1.157, -0.817, 0.706], [1.864, 3.518, -0.434], [1.256, -0.755, 0.090], [-1.819, -1.843, 0.659], [1.585, 1.044, 0.407], [-2.363, -2.383, -1.000], [-0.297, 0.593, 0.196], [0.046, 0.044, -0.039], [-0.079, 0.005, -0.077], [-0.025, -0.171, 0.054], [-0.033, -0.350, -0.013], [-0.317, 0.169, -0.241], [-0.134, 0.177, -0.097], [-0.328, 0.008, 0.264], [-0.457, 0.174, -0.345], [-0.234, 0.032, -0.127], [0.112, 0.165, -0.153], [0.186, 0.239, 0.107]],
  "nbo_charge": [-0.60, -0.26, -0.04, -0.86, -0.21, -0.55, 0.31, -0.82, 0.20, 0.22, 0.22, 0.22, 0.18, 0.35, 0.37, 0.18, 0.35, 0.36, 0.38],
  "relative_energy_kcal_mol": 69.9,
  "gap_ev": 8.728,
  "max_force_ev_per_a": 4.00,
  "smiles": "C[C@H]1[C@H](N)[C@@H]2N[C@]12N"
}

***

{
  "formula": "C5H11N3",
  "method": "ωB97M-V/def2-TZVPD",
  "symbols": ["N", "C", "C", "N", "H", "H", "H", "H", "H", "H", "C", "C", "N", "C", "H", "H", "H", "H", "H"],
  "xyz": [[0.79283, 1.94087, -0.85151], [0.81128, 0.53370, -0.85977], [1.50688, -0.17923, 0.14336], [2.41832, 0.44754, 1.01952], [1.09146, 2.34848, 0.02542], [-0.14362, 2.29230, -1.01296], [0.68370, 0.04201, -1.81747], [1.73893, -1.21531, -0.08819], [2.85509, 1.31066, 0.72186], [2.81093, -0.16218, 1.72502], [-1.38607, -1.91311, 0.92672], [-0.89490, -0.66205, 0.80727], [-1.13351, 0.17045, -0.34568], [-2.13706, 0.00992, -1.12696], [-1.81133, -2.44530, 0.08826], [-1.34402, -2.44757, 1.86095], [-0.67890, -0.06526, 1.68607], [-2.98469, -0.62020, -0.87990], [-2.19533, 0.61428, -2.02202]],
  "atomic_forces_ev_per_a": [[-0.025, 0.116, -0.198], [3.631, -0.754, 2.091], [0.498, 1.134, -3.321], [-1.211, -0.069, 0.547], [0.056, -0.277, 0.071], [0.051, -0.008, -0.220], [-0.541, 0.065, 0.252], [-0.172, -0.055, 0.070], [0.274, -0.613, 0.350], [0.217, 0.788, -0.262], [0.620, 0.959, -0.126], [-2.828, -0.377, 0.054], [-2.085, -0.469, -0.255], [0.600, -0.019, 1.382], [0.099, -0.005, -0.180], [0.105, 0.007, 0.163], [0.710, -0.159, -0.103], [0.017, -0.483, -0.204], [-0.015, 0.217, -0.109]],
  "nbo_charge": [-0.83, 0.04, -0.17, -0.88, 0.36, 0.37, 0.20, 0.18, 0.38, 0.39, -0.46, -0.02, -0.43, -0.07, 0.19, 0.21, 0.21, 0.16, 0.17],
  "relative_energy_kcal_mol": 103.7,
  "gap_ev": [7.063, 7.064],
  "max_force_ev_per_a": 4.26,
  "smiles": "N/C=C\\N.C=CN=C"
}

***

{
  "formula": "C5H11N3",
  "method": "ωB97M-V/def2-TZVPD",
  "symbols": ["H", "N", "C", "C", "N", "H", "H", "H", "H", "H", "H", "N", "C", "C", "C", "H", "H", "H", "H"],
  "xyz": [[-0.28105, -1.65588, -2.62637], [-0.74301, -1.75836, -1.71742], [0.06230, -1.43286, -0.76269], [1.53466, -1.22036, -0.98906], [-0.42890, -1.49073, 0.53524], [1.66473, -0.32517, -1.60204], [1.95872, -2.06928, -1.53328], [2.06871, -1.06624, -0.04936], [0.20292, -1.29861, 1.30604], [-1.41845, -1.71888, 0.53889], [-1.24194, 1.32834, 3.29665], [-0.80368, 1.70199, 2.44917], [-1.23543, 1.12662, 1.38151], [-0.63632, 1.47424, -0.04928], [0.60384, 1.95679, -0.16033], [-2.29923, 0.85999, 1.30208], [-1.26097, 1.24283, -0.90607], [1.07102, 2.10143, -1.12843], [1.18208, 2.24414, 0.71474]],
  "atomic_forces_ev_per_a": [[-0.109, -0.175, 0.378], [0.330, 0.827, 0.296], [-0.746, -1.520, -0.303], [0.009, 0.517, 0.290], [0.914, 0.117, -1.468], [0.076, -0.088, 0.071], [-0.116, 0.089, 0.216], [0.100, -0.043, -0.121], [-0.894, -0.191, -0.148], [0.485, 0.094, 0.778], [-0.529, 0.523, -0.361], [1.003, -1.837, -0.831], [-0.507, 3.554, -1.423], [0.279, -0.326, 2.332], [-0.550, -0.030, -0.060], [0.391, -1.265, 0.244], [0.108, -0.152, 0.122], [-0.149, 0.189, 0.018], [-0.094, -0.283, -0.031]],
  "nbo_charge": [0.33, -0.75, 0.46, -0.69, -0.84, 0.23, 0.24, 0.21, 0.41, 0.42, 0.34, -0.63, 0.10, -0.26, -0.37, 0.16, 0.22, 0.20, 0.21],
  "relative_energy_kcal_mol": 48.9,
  "gap_ev": 9.561,
  "max_force_ev_per_a": 3.86,
  "smiles": "[H]/N=C(\\C)N.[H]/N=C/C=C"
}